# 1
Computed, not measured: a 6-piece molecular cluster, C41H67F5NO8 overall in a non-equilibrium geometry, with ωB97M-V/def2-TZVPD.

CARTESIAN COORDINATES (ANGSTROEM)
C  -1.728  -1.430  2.653
C  -0.415  -0.387  2.747
C  -0.812  0.581  4.053
C  -0.431  0.400  1.314
C  0.991  1.010  0.794
C  0.966  1.064  -0.879
C  -0.492  1.423  -1.522
C  -1.267  0.127  -2.220
C  -2.611  0.789  -2.962
O  -3.713  0.019  -3.183
O  -2.723  2.201  -3.364
C  1.334  2.536  1.270
F  0.709  2.920  2.591
F  0.821  3.600  0.325
C  2.936  2.884  1.442
C  4.072  2.759  0.242
C  5.682  3.133  0.477
C  6.244  3.688  1.935
C  5.126  3.855  3.129
C  5.645  4.460  4.599
F  7.085  4.156  4.840
F  5.565  5.962  4.471
F  4.753  4.097  5.726
C  3.530  3.469  2.892
C  2.137  -0.116  1.145
C  2.098  -0.697  2.678
C  2.715  0.308  3.821
C  3.153  -2.001  2.659
N  0.756  -1.296  2.999
O  0.723  -1.886  4.213
H  -2.671  -0.907  2.191
H  -1.393  -2.312  1.923
H  -1.937  -1.955  3.695
H  -1.536  1.462  3.750
H  0.119  0.913  4.678
H  -1.456  -0.116  4.777
H  -1.305  1.209  1.323
H  -0.776  -0.423  0.520
H  1.735  1.852  -1.306
H  1.296  0.021  -1.357
H  -0.284  2.170  -2.431
H  -1.210  2.043  -0.797
H  -1.689  -0.640  -1.446
H  -0.649  -0.383  -3.073
H  -2.683  2.817  -2.558
H  3.789  2.393  -0.832
H  6.465  3.027  -0.391
H  7.367  3.953  2.135
H  2.832  3.626  3.847
H  3.232  0.182  0.866
H  1.879  -1.052  0.448
H  2.138  1.312  3.971
H  2.698  -0.274  4.854
H  3.856  0.467  3.547
H  2.807  -2.843  1.917
H  4.236  -1.664  2.297
H  3.218  -2.510  3.727
C  -3.185  5.733  3.637
C  -4.080  5.591  2.432
C  -3.768  4.184  1.970
O  -3.418  3.430  3.138
C  -3.231  4.342  4.230
H  -3.511  6.506  4.337
H  -2.164  5.969  3.315
H  -5.130  5.659  2.740
H  -3.900  6.343  1.660
H  -2.907  4.170  1.293
H  -4.616  3.711  1.466
H  -4.082  4.228  4.910
H  -2.315  4.086  4.771
C  0.506  7.042  -2.454
C  0.614  6.359  -1.115
C  2.072  5.955  -1.082
O  2.792  6.931  -1.847
C  1.846  7.737  -2.563
H  -0.339  7.731  -2.529
H  0.409  6.291  -3.247
H  0.408  7.078  -0.314
H  -0.066  5.512  -0.997
H  2.225  4.980  -1.556
H  2.473  5.915  -0.065
H  1.821  8.724  -2.089
H  2.174  7.856  -3.600
C  0.430  -7.082  1.334
C  -0.524  -5.997  1.764
C  0.397  -5.029  2.474
O  1.681  -5.139  1.845
C  1.675  -6.292  0.993
H  0.064  -7.683  0.497
H  0.632  -7.754  2.176
H  -0.962  -5.517  0.881
H  -1.339  -6.355  2.399
H  0.518  -5.298  3.529
H  0.045  -3.996  2.415
H  1.650  -5.941  -0.044
H  2.592  -6.868  1.145
C  -4.033  1.215  -6.814
C  -4.927  1.073  -8.018
C  -4.615  -0.334  -8.481
O  -4.265  -1.088  -7.312
C  -4.078  -0.176  -6.221
H  -4.358  1.988  -6.113
H  -3.011  1.451  -7.136
H  -5.977  1.141  -7.711
H  -4.748  1.826  -8.791
H  -3.754  -0.348  -9.158
H  -5.463  -0.807  -8.984
H  -4.929  -0.290  -5.541
H  -3.162  -0.432  -5.680
C  -0.646  -11.577  -1.796
C  0.602  -11.126  -2.511
C  0.238  -9.717  -2.926
O  -0.672  -9.214  -1.937
C  -1.094  -10.306  -1.109
H  -0.480  -12.403  -1.100
H  -1.399  -11.892  -2.528
H  1.443  -11.103  -1.808
H  0.879  -11.762  -3.356
H  -0.280  -9.709  -3.891
H  1.110  -9.061  -2.992
H  -0.611  -10.192  -0.133
H  -2.178  -10.265  -0.968

Forces on atoms 1 to 6 (eV/Å):
C 0.8690 -0.8730 -0.5055
C -3.5951 -0.0012 0.5075
C -0.4409 -0.9508 0.5789
C -0.2862 -0.4186 -0.2931
C 0.0638 -0.5538 -1.4138
C -0.1265 0.0351 -0.6394

Its spin multiplicity is 2. As for the strongest force on any atom: 0.17783 Eh/bohr. The HOMO energy (spin up / spin down) is -8.994 / -9.089 eV. The value obtained for the frontier orbital gap (spin up / spin down) is 8.031 / 8.122 eV. As for the calculated total energy: -75040.9327 eV.

# 2
Computed, not measured: C13H20Cl30FOP as an isolated structure in a non-equilibrium geometry, with ωB97M-V/def2-TZVPD.

CARTESIAN COORDINATES (ANGSTROEM)
C  5.175  1.242  -1.195
C  4.006  1.622  -2.199
F  4.518  2.090  -3.437
C  3.054  2.706  -1.567
P  1.387  1.799  -1.202
O  -0.099  0.885  -0.975
H  5.920  2.085  -1.199
H  4.678  1.106  -0.189
H  5.707  0.281  -1.473
H  3.461  0.656  -2.420
H  2.852  3.546  -2.287
H  3.405  3.077  -0.553
H  0.893  2.888  -0.429
H  1.118  1.776  -2.616
H  2.132  0.688  -0.652
H  0.077  0.058  -1.460
C  -2.879  -1.302  -0.665
Cl  -1.560  -2.011  -1.604
Cl  -4.362  -1.235  -1.629
Cl  -3.145  -2.214  0.827
H  -2.596  -0.287  -0.399
C  -1.751  2.472  1.851
Cl  -3.274  3.344  2.083
Cl  -0.554  2.982  3.048
Cl  -2.013  0.728  1.938
H  -1.368  2.709  0.862
C  -5.945  0.577  2.767
Cl  -7.527  1.368  2.760
Cl  -6.018  -0.953  3.652
Cl  -5.374  0.313  1.117
H  -5.239  1.230  3.272
C  0.642  -0.354  -5.473
Cl  -0.253  -1.237  -4.232
Cl  -0.463  0.503  -6.555
Cl  1.774  0.777  -4.721
H  1.209  -1.070  -6.061
C  0.272  -3.369  2.557
Cl  2.029  -3.324  2.749
Cl  -0.417  -1.753  2.776
Cl  -0.160  -4.028  0.975
H  -0.139  -4.022  3.321
C  4.899  -4.439  5.909
Cl  4.150  -6.000  6.269
Cl  5.208  -4.282  4.176
Cl  3.880  -3.113  6.483
H  5.850  -4.389  6.431
C  8.954  -0.867  -1.189
Cl  8.931  0.588  -0.183
Cl  8.278  -2.242  -0.306
Cl  8.067  -0.597  -2.694
H  9.986  -1.094  -1.437
C  -5.489  -4.715  4.495
Cl  -4.419  -3.907  3.342
Cl  -6.493  -5.917  3.675
Cl  -4.553  -5.467  5.793
H  -6.143  -3.967  4.935
C  -7.392  2.346  -1.629
Cl  -8.908  3.227  -1.397
Cl  -6.196  2.838  -0.422
Cl  -7.673  0.601  -1.559
H  -7.004  2.589  -2.613
C  -0.646  4.601  -3.854
Cl  0.715  4.655  -4.981
Cl  -2.084  3.945  -4.645
Cl  -0.229  3.639  -2.425
H  -0.866  5.615  -3.533

Forces on atoms 1 to 6 (eV/Å):
C -0.4507 0.0934 -0.6594
C 0.4208 -0.0600 1.1642
F -0.2277 -0.3869 0.7839
C -0.1410 -0.4315 0.3273
P 0.8711 -1.1895 -1.1167
O 0.6428 0.4228 0.2269

The calculation puts the energy relative to the best compared isomer or geometry (same formula, charge and spin) at 111.9 kJ/mol. As for the strongest force on any atom: 0.03734 Eh/bohr. The HOMO energy is -9.255 eV. The value obtained for the frontier orbital gap is 9.516 eV. As for the calculated total energy: -403528.9222 eV.

# 3
Computed, not measured: C3H7N2O2 as an isolated structure in a non-equilibrium geometry, with ωB97M-V/def2-TZVPD.

CARTESIAN COORDINATES (ANGSTROEM)
C  0.683  -1.174  0.775
C  -1.841  -0.740  -0.489
C  2.144  0.276  -0.627
N  -1.270  1.272  0.594
N  1.562  -0.552  0.322
O  -2.165  0.475  -0.206
O  -0.878  -1.411  -0.159
H  0.438  -1.796  1.602
H  -2.628  -1.181  -1.122
H  2.778  -0.337  -1.273
H  2.790  0.975  -0.093
H  1.415  0.815  -1.235
H  -1.489  2.233  0.339
H  -1.541  1.147  1.572

Forces on atoms 1 to 6 (eV/Å):
C 1.6301 0.8508 0.0315
C -0.5185 -0.6221 -0.5528
C 1.0485 0.9610 -0.8447
N 0.7636 -0.4489 0.1122
N -1.5915 -1.2917 0.9539
O -0.4161 1.1823 0.4834

The calculation puts the energy relative to the best compared isomer or geometry (same formula, charge and spin) at 332.0 kJ/mol. Its total charge is +1. As for the strongest force on any atom: 0.04397 Eh/bohr. The HOMO energy is -15.357 eV. The value obtained for the frontier orbital gap is 12.117 eV. As for the calculated total energy: -10289.3702 eV.

# 4
Computed, not measured: one molecule with the formula C18H24N4O in a non-equilibrium geometry, with ωB97M-V/def2-TZVPD.

CARTESIAN COORDINATES (ANGSTROEM)
C  5.689  0.473  -0.227
C  4.554  0.240  0.763
C  3.205  0.142  0.057
C  2.065  -0.056  1.058
N  0.774  -0.197  0.418
C  0.326  -1.411  -0.094
C  1.117  -2.554  -0.067
C  0.656  -3.758  -0.576
C  -0.592  -3.826  -1.155
C  -1.392  -2.693  -1.198
C  -0.971  -1.492  -0.647
N  -1.788  -0.350  -0.643
C  -3.230  -0.419  -0.737
C  -3.912  -0.016  0.578
C  -3.622  -0.993  1.725
O  -2.364  -0.809  2.321
C  -1.191  0.885  -0.481
C  -1.784  2.096  -0.771
C  -1.052  3.273  -0.518
C  -1.647  4.613  -0.808
N  0.157  3.249  -0.012
N  0.740  2.103  0.262
C  0.124  0.961  0.051
H  5.747  -0.344  -0.943
H  6.642  0.542  0.292
H  5.529  1.398  -0.775
H  4.742  -0.680  1.322
H  4.522  1.063  1.479
H  3.222  -0.685  -0.657
H  3.014  1.063  -0.495
H  2.239  -0.928  1.691
H  1.997  0.831  1.692
H  2.105  -2.517  0.357
H  1.288  -4.632  -0.529
H  -0.955  -4.749  -1.579
H  -2.354  -2.770  -1.680
H  -3.527  -1.439  -0.975
H  -3.579  0.225  -1.551
H  -3.582  0.979  0.885
H  -4.988  0.016  0.408
H  -3.734  -2.029  1.368
H  -4.342  -0.829  2.530
H  -1.674  -0.987  1.672
H  -2.784  2.174  -1.167
H  -0.934  5.388  -0.544
H  -1.894  4.696  -1.866
H  -2.562  4.754  -0.234

Forces on atoms 1 to 6 (eV/Å):
C -0.0823 -0.0349 0.2392
C -0.0910 -0.0082 -0.3065
C 0.0158 -0.0532 0.3662
C 0.3594 0.0506 -0.0380
N -0.1896 -0.0307 0.2063
C -0.1146 -0.2813 -0.1574

The calculation puts the energy relative to the best compared isomer or geometry (same formula, charge and spin) at 162.0 kJ/mol. As for the strongest force on any atom: 0.02168 Eh/bohr. The HOMO energy is -7.162 eV. As for the SMILES: CCCCN1c2ccccc2N(CCCO)c2cc(C)nnc21. The value obtained for the frontier orbital gap is 7.870 eV. As for the calculated total energy: -27063.1265 eV.

# 5
Computed, not measured: one molecule with the formula C4H4ClN in a non-equilibrium geometry, with ωB97M-V/def2-TZVPD.

CARTESIAN COORDINATES (ANGSTROEM)
C  -0.522  -1.014  0.614
C  0.753  -1.297  0.461
C  -1.001  0.214  -0.098
C  0.471  1.781  -1.339
N  -0.273  1.143  -0.589
Cl  1.519  3.085  -0.927
H  -1.314  -1.409  1.163
H  1.177  -2.096  1.045
H  -2.142  0.225  -0.040
H  1.333  -0.631  -0.289

Forces on atoms 1 to 6 (eV/Å):
C 0.7749 3.0795 -2.2849
C 1.0331 0.2999 -0.6040
C -1.9838 -0.4920 0.8657
C 0.2312 -0.6360 -0.7615
N -0.4864 -0.2407 0.3564
Cl -0.5401 -0.0951 0.5224

The calculation puts the energy relative to the best compared isomer or geometry (same formula, charge and spin) at 342.6 kJ/mol. As for the strongest force on any atom: 0.07608 Eh/bohr. The HOMO energy (spin up / spin down) is -7.952 / -7.954 eV. The value obtained for the frontier orbital gap (spin up / spin down) is 7.724 / 7.726 eV. As for the calculated total energy: -18221.5883 eV.

Q: The lowest strongest force on any atom belongs to which entry?
A: C18H24N4O